<a>
This record from OMol25 describes a molecular structure, C3H3N3. The level of theory is ωB97M-V/def2-TZVPD.

Geometry as ORCA input:
```
! wB97M-V def2-TZVPD RIJCOSX def2/J DEFGRID3
* xyz 0 1
C -0.1574 -0.6790 0.0830
C 1.1116 0.1153 0.4937
C -0.3837 1.2526 -0.4882
H 0.1856 -2.5094 0.7764
H 1.9774 -0.3843 1.0231
H -0.7351 2.3187 -0.5791
N -0.5445 -1.9185 0.2041
N 0.8522 1.3160 0.2220
N -1.0007 0.0942 -0.6762
*
```

Values from the calculation:
Kohn-Sham gap: 9.20 eV
LUMO energy: -1.300 eV
HOMO level: -10.50 eV


<b>
This record from OMol25 describes 3 unconnected molecules or ions with the total composition C3H3N3. The level of theory is ωB97M-V/def2-TZVPD.

Geometry as ORCA input:
```
! wB97M-V def2-TZVPD RIJCOSX def2/J DEFGRID3
* xyz 0 1
C -0.5414 1.8709 -0.2601
C -1.4404 1.1123 -0.0093
H 0.2373 2.5596 -0.4941
H -2.2242 0.4238 0.2117
C 2.0327 -0.2956 0.1153
N 2.0362 -1.4376 -0.0438
H 2.0340 0.7633 0.2676
N -0.7354 -2.8985 0.1119
N -1.4189 -2.0694 0.3534
*
```

Values from the calculation:
Kohn-Sham gap: 11.98 eV
SMILES: C#C.C#N.N#N
LUMO energy: 0.963 eV
HOMO level: -11.01 eV


Relative energies, unit kcal/mol: <a> 4.4; <b> 0.0


<a>
This record from OMol25 describes a single C3H3N3 molecule. The level of theory is ωB97M-V/def2-TZVPD.

Geometry as ORCA input:
```
! wB97M-V def2-TZVPD RIJCOSX def2/J DEFGRID3
* xyz 0 1
N -0.6266 -2.3366 1.5566
C -0.8033 -1.3212 1.0298
C -0.9724 -0.0508 0.3389
N -0.9133 -0.0894 -1.1873
C 0.0614 0.4031 -0.5592
N 1.2833 0.9465 -0.6846
H -1.6610 0.6465 0.8128
H 1.7874 1.1487 0.1631
H 1.8444 0.6530 -1.4702
*
```

Values from the calculation:
Kohn-Sham gap: 10.90 eV
SMILES: N#C[C@@H]1N=C1N
LUMO energy: 0.522 eV
HOMO level: -10.38 eV


<b>
This record from OMol25 describes a single C3H3N3 molecule. The level of theory is ωB97M-V/def2-TZVPD.

Geometry as ORCA input:
```
! wB97M-V def2-TZVPD RIJCOSX def2/J DEFGRID3
* xyz 0 1
C -0.9303 1.1488 0.0738
C -2.2020 1.0016 2.6570
C -0.1356 -0.0345 0.0425
N -2.4576 1.9032 1.9723
N -2.3465 2.7927 0.9787
N -1.5006 2.2485 0.1770
H -0.0675 -0.6311 -0.8432
H 0.8703 0.0320 0.4869
H -0.7214 -0.5043 0.8115
*
```

Values from the calculation:
Kohn-Sham gap: 8.19 eV
LUMO energy: -0.551 eV
HOMO level: -8.75 eV


<c>
This record from OMol25 describes a single C3H3N3 molecule. The level of theory is ωB97M-V/def2-TZVPD.

Geometry as ORCA input:
```
! wB97M-V def2-TZVPD RIJCOSX def2/J DEFGRID3
* xyz 0 1
N -1.8449 0.2127 1.9485
C -0.9132 0.1660 1.2679
C 0.2519 0.0893 0.3673
N 0.0195 0.8922 -0.7932
C 0.5334 -1.2486 -0.2611
N 0.8021 -2.2750 -0.7291
H 1.1349 0.4683 0.9005
H 0.8125 1.0580 -1.3814
H -0.7962 0.6371 -1.3194
*
```

Values from the calculation:
Kohn-Sham gap: 11.03 eV
SMILES: N#CC(N)C#N
LUMO energy: 0.395 eV
HOMO level: -10.63 eV


Relative energies, unit kcal/mol: <a> 10.2; <b> 112.3; <c> 0.0